1.
24
Properties=species:S:1:pos:R:3 method="wB97M-V/def2-TZVPD" relative_energy_kj_mol=121.6 e_homo_ev=-16.3 total_charge=+2 gap_ev=8.2
C 1.552 2.699 0.267
C -1.542 -0.768 -0.179
C -1.593 -1.872 -1.277
C 0.636 -0.952 -0.940
C -0.080 -0.926 0.434
C 0.406 0.348 1.061
N -0.134 -1.942 -1.754
N -0.100 0.334 2.240
S 1.997 3.149 1.891
S 0.281 3.433 -0.554
H 2.312 2.010 -0.210
H -1.733 0.208 -0.580
H -2.345 -0.971 0.566
H -2.058 -2.709 -0.925
H -2.149 -1.493 -2.061
H 0.605 -0.048 -1.543
H 1.673 -1.329 -1.064
H 0.063 -1.908 0.821
H 0.008 -2.912 -1.442
H 0.138 -1.720 -2.742
H 3.045 2.306 1.985
H 0.071 1.139 2.840
H -0.695 -0.364 2.670
H -0.360 4.289 0.498

=====

2.
19
Properties=species:S:1:pos:R:3 method="wB97M-V/def2-TZVPD" smiles="C=C(C)S.CNN" relative_energy_kj_mol=366.6 e_homo_ev=-7.9 total_charge=0 gap_ev=8.8
C 1.260 0.523 -0.974
C 1.731 -0.314 -0.030
C 2.997 -0.096 0.875
S 0.886 -1.763 0.539
H 0.430 0.368 -1.570
H 1.799 1.419 -1.361
H 2.756 0.743 1.686
H 3.019 -1.015 1.538
H 3.905 0.190 0.298
H -0.472 -1.306 -0.068
C -3.026 -0.740 -0.268
N -1.927 -0.178 -1.023
N -1.447 1.116 -0.612
H -2.652 -1.014 0.785
H -3.987 -0.282 -0.151
H -3.265 -1.612 -0.788
H -2.061 -0.180 -2.089
H -2.259 1.908 -0.495
H -0.812 1.466 -1.410

=====

3.
16
Properties=species:S:1:pos:R:3 method="wB97M-V/def2-TZVPD" relative_energy_kj_mol=448.5 e_homo_ev=-9.0 total_charge=0 gap_ev=10.0
C -2.035 -1.178 -1.269
O -1.075 -0.223 -1.158
C -0.279 -0.400 -0.088
C 0.894 0.544 -0.112
C 1.827 0.554 1.063
C 1.007 1.773 0.783
H -1.155 -2.259 -0.906
H -2.737 -1.211 -0.423
H -2.553 -1.013 -2.231
H -0.804 -0.474 0.873
H -0.238 -1.994 -0.298
H 1.337 0.657 -1.099
H 2.894 0.574 0.867
H 1.535 -0.060 1.911
H 0.188 2.018 1.454
H 1.521 2.649 0.385

=====

4.
50
Properties=species:S:1:pos:R:3 method="wB97M-V/def2-TZVPD" relative_energy_kj_mol=0.0 e_homo_ev=-10.2 total_charge=+1 gap_ev=7.9
Pb 1.129 -0.283 -0.959
N 3.248 -0.279 0.349
C 4.331 -1.073 -0.270
C 4.199 -2.568 -0.011
C 3.048 -3.272 -0.713
N 1.737 -2.763 -0.274
H 3.513 0.706 0.329
H 3.139 -0.528 1.329
H 5.299 -0.736 0.106
H 4.316 -0.875 -1.345
H 4.130 -2.744 1.069
H 5.125 -3.041 -0.343
H 3.130 -4.346 -0.527
H 3.126 -3.122 -1.793
H 1.645 -2.843 0.735
H 0.991 -3.336 -0.659
N 5.137 3.718 -0.372
C 4.540 2.726 -0.360
H 5.627 4.589 -0.388
C -1.171 2.767 -2.221
N -1.290 3.009 -0.796
C -0.299 2.936 0.106
Se 1.522 2.574 -0.172
N -0.829 3.211 1.312
C -2.194 3.450 1.201
C -3.167 3.772 2.133
C -4.448 3.965 1.649
C -4.745 3.838 0.285
C -3.771 3.509 -0.640
C -2.488 3.317 -0.149
H -0.115 2.738 -2.478
H -1.652 3.576 -2.767
H -1.647 1.820 -2.478
H -0.275 3.219 2.152
H -2.942 3.859 3.188
H -5.240 4.221 2.338
H -5.759 4.003 -0.051
H -4.002 3.405 -1.692
Te -0.899 -0.413 1.046
C -1.492 -2.378 0.545
C -1.561 -2.813 -0.779
C -1.977 -4.104 -1.076
C -2.349 -4.968 -0.055
C -2.298 -4.535 1.261
C -1.867 -3.249 1.564
H -1.314 -2.139 -1.592
H -2.035 -4.425 -2.109
H -2.681 -5.971 -0.286
H -2.603 -5.197 2.062
H -1.821 -2.928 2.596

=====

5.
19
Properties=species:S:1:pos:R:3 method="wB97M-V/def2-TZVPD" relative_energy_kj_mol=375.4 e_homo_ev=-9.4 total_charge=0 gap_ev=10.3
C -2.395 -0.691 -0.628
C -1.148 -1.000 0.220
C -0.177 0.173 -0.110
O -0.977 1.290 0.248
C 1.281 0.166 0.523
C 2.487 -0.221 -0.336
O 1.258 1.964 0.403
H -2.905 0.254 -0.387
H -2.049 -0.581 -1.659
H -3.137 -1.476 -0.553
H -1.446 -1.018 1.300
H -0.683 -1.979 0.021
H -0.017 0.523 -1.298
H -1.241 1.398 1.168
H 1.504 -0.353 1.536
H 2.288 0.075 -1.354
H 3.380 0.339 -0.028
H 2.775 -1.284 -0.364
H 1.137 2.127 1.347

=====

6.
103
Properties=species:S:1:pos:R:3 method="wB97M-V/def2-TZVPD" relative_energy_kj_mol=42.4 e_homo_ev=-6.0 total_charge=0 gap_ev=5.1
Ca -2.653 -0.032 -1.628
C 0.785 -3.785 -3.209
C 0.957 -2.434 -2.604
C 1.871 -1.537 -3.030
C 1.892 -0.211 -2.497
N 1.182 0.103 -1.467
N 0.309 -0.817 -0.960
B -0.078 -0.538 0.455
N 0.476 0.740 0.995
N 1.484 0.502 1.872
C 2.153 1.504 2.345
C 1.849 2.836 1.946
C 0.835 3.086 1.086
C 0.476 4.464 0.646
C 0.087 1.963 0.563
S -1.183 2.198 -0.494
C 3.276 1.203 3.321
C 3.362 -0.295 3.611
C 3.003 1.953 4.631
C 4.599 1.679 2.712
N 0.052 -1.738 1.379
N 1.057 -2.585 1.497
C 0.912 -3.516 2.404
C -0.254 -3.585 3.217
C -1.291 -2.710 3.067
C -2.559 -2.721 3.848
C -1.096 -1.756 2.041
S -2.092 -0.516 1.403
C 2.036 -4.523 2.573
C 1.470 -5.936 2.376
C 3.143 -4.278 1.549
C 2.615 -4.389 3.987
C 0.025 -2.005 -1.589
S -1.351 -2.853 -1.199
C 2.775 0.886 -3.071
C 2.995 0.659 -4.570
C 4.118 0.873 -2.334
C 2.088 2.242 -2.878
H 1.621 -4.021 -3.865
H -0.141 -3.804 -3.787
H 0.694 -4.552 -2.439
H 2.559 -1.796 -3.822
H 2.434 3.657 2.340
H 1.133 5.197 1.112
H -0.562 4.689 0.895
H 0.547 4.546 -0.441
H 2.433 -0.668 4.044
H 4.174 -0.475 4.319
H 3.554 -0.868 2.703
H 2.049 1.645 5.063
H 2.974 3.034 4.484
H 3.791 1.739 5.355
H 4.796 1.166 1.769
H 5.423 1.465 3.395
H 4.599 2.753 2.523
H -0.320 -4.365 3.965
H -2.533 -3.476 4.630
H -3.406 -2.919 3.189
H -2.730 -1.743 4.301
H 1.017 -6.041 1.389
H 0.719 -6.188 3.127
H 2.275 -6.667 2.459
H 2.770 -4.372 0.530
H 3.934 -5.016 1.695
H 3.575 -3.284 1.655
H 1.866 -4.581 4.757
H 3.025 -3.390 4.149
H 3.419 -5.114 4.123
H 3.620 -0.212 -4.776
H 3.510 1.525 -4.988
H 2.041 0.541 -5.085
H 4.624 -0.089 -2.441
H 3.978 1.073 -1.270
H 4.773 1.644 -2.743
H 1.114 2.259 -3.369
H 2.713 3.027 -3.311
H 1.932 2.468 -1.823
C -3.405 5.227 -3.972
C -4.381 5.194 -2.984
C -4.653 4.033 -2.280
C -3.951 2.845 -2.550
C -2.976 2.890 -3.561
C -2.705 4.059 -4.251
N -4.107 1.679 -1.823
C -5.304 1.438 -1.167
C -6.567 1.589 -1.773
C -7.717 1.213 -1.111
C -7.667 0.659 0.169
C -6.437 0.508 0.782
C -5.275 0.907 0.132
H -3.203 6.139 -4.518
H -4.937 6.093 -2.744
H -5.402 4.044 -1.498
H -2.436 1.987 -3.833
H -1.947 4.046 -5.025
H -6.616 1.990 -2.777
H -8.674 1.334 -1.605
H -8.577 0.362 0.672
H -6.373 0.101 1.785
H -4.323 0.865 0.655
Se -3.338 -1.413 -4.109
C -1.685 -0.630 -4.242
N -0.666 -0.071 -4.181

=====

7.
64
Properties=species:S:1:pos:R:3 method="wB97M-V/def2-TZVPD" smiles="CCOC(=O)c1c(S(=O)(=O)Nc2ccc(CN3CCC(C)CC3)cc2)c(C)n(C)c1C" relative_energy_kj_mol=135.3 e_homo_ev=-7.9 total_charge=0 gap_ev=8.4
C 4.977 3.996 -1.120
C 5.367 3.569 0.288
O 5.541 2.151 0.349
C 4.431 1.425 0.483
O 3.339 1.901 0.708
C 4.673 -0.014 0.352
C 3.803 -0.889 -0.356
S 2.464 -0.308 -1.353
O 1.952 -1.388 -2.147
O 2.917 0.865 -2.047
N 1.360 0.096 -0.163
C -0.002 0.308 -0.397
C -0.656 1.357 0.247
C -2.012 1.546 0.075
C -2.749 0.701 -0.747
C -4.227 0.930 -0.924
N -4.885 1.043 0.368
C -6.235 1.562 0.308
C -7.267 0.553 -0.214
C -7.242 -0.713 0.644
C -8.221 -1.759 0.118
C -5.813 -1.259 0.681
C -4.838 -0.173 1.157
C -2.093 -0.342 -1.384
C -0.735 -0.546 -1.214
C 4.323 -2.156 -0.264
C 3.805 -3.417 -0.850
N 5.458 -2.083 0.496
C 6.302 -3.187 0.864
C 5.694 -0.789 0.861
C 6.855 -0.405 1.704
H 4.799 5.067 -1.145
H 5.771 3.748 -1.821
H 4.073 3.474 -1.425
H 6.330 3.990 0.584
H 4.593 3.863 1.005
H 1.790 0.838 0.386
H -0.087 2.021 0.881
H -2.519 2.354 0.581
H -4.644 0.132 -1.559
H -4.379 1.881 -1.446
H -6.236 2.460 -0.314
H -6.512 1.856 1.327
H -7.037 0.297 -1.251
H -8.261 1.004 -0.193
H -7.534 -0.442 1.666
H -7.959 -2.050 -0.898
H -8.203 -2.648 0.744
H -9.235 -1.363 0.109
H -5.526 -1.598 -0.316
H -5.754 -2.117 1.354
H -3.814 -0.551 1.142
H -5.086 0.101 2.188
H -2.648 -1.011 -2.026
H -0.232 -1.352 -1.720
H 3.487 -4.111 -0.071
H 4.560 -3.904 -1.465
H 2.950 -3.170 -1.473
H 7.296 -3.072 0.426
H 5.866 -4.116 0.509
H 6.406 -3.238 1.950
H 6.801 -0.879 2.685
H 7.789 -0.708 1.232
H 6.865 0.672 1.831

=====

8.
91
Properties=species:S:1:pos:R:3 method="wB97M-V/def2-TZVPD" relative_energy_kj_mol=0.0 e_homo_ev=-10.3 total_charge=+1 gap_ev=7.9
Ir 0.809 -0.311 0.193
C 2.168 0.403 3.059
N 0.870 -0.036 2.511
C -0.147 0.881 3.038
C 0.592 -1.410 2.964
C -0.424 -2.058 2.052
N 0.101 -2.155 0.661
C -1.006 -2.572 -0.235
C 1.160 -3.205 0.561
H 2.149 0.337 4.153
H 2.347 1.438 2.770
H 2.972 -0.207 2.661
H -0.133 0.872 4.135
H -1.129 0.601 2.681
H 0.068 1.889 2.688
H 0.191 -1.404 3.985
H 1.526 -1.971 2.991
H -1.327 -1.446 2.019
H -0.713 -3.055 2.396
H -1.418 -3.515 0.131
H -0.631 -2.695 -1.247
H -1.780 -1.812 -0.225
H 0.770 -4.142 0.971
H 2.050 -2.897 1.091
H 1.412 -3.333 -0.487
C 6.542 0.159 0.539
Si 5.631 -1.461 0.654
C 6.149 -2.635 -0.694
C 5.870 -2.251 2.326
C 3.840 -1.106 0.453
C 2.667 -0.815 0.289
H 7.608 0.042 0.751
H 6.132 0.878 1.252
H 6.444 0.585 -0.462
H 7.191 -2.939 -0.568
H 6.047 -2.177 -1.681
H 5.532 -3.536 -0.673
H 6.928 -2.431 2.531
H 5.356 -3.215 2.370
H 5.478 -1.620 3.127
O -1.139 0.727 0.315
As -2.722 0.787 -0.251
C -3.805 -0.269 0.939
C -3.807 0.188 2.258
C -4.458 -0.533 3.246
C -5.119 -1.710 2.922
C -5.148 -2.150 1.608
C -4.495 -1.432 0.615
C -3.297 2.591 -0.048
C -2.647 3.384 0.892
C -3.059 4.695 1.077
C -4.103 5.207 0.320
C -4.742 4.415 -0.626
C -4.343 3.100 -0.811
C -2.872 0.374 -2.114
C -2.443 1.392 -2.967
C -2.476 1.206 -4.339
C -2.922 0.003 -4.868
C -3.340 -1.014 -4.023
C -3.316 -0.832 -2.648
H -3.314 1.117 2.517
H -4.454 -0.173 4.266
H -5.624 -2.277 3.693
H -5.686 -3.052 1.348
H -4.551 -1.790 -0.401
H -1.815 2.982 1.455
H -2.559 5.320 1.805
H -4.420 6.232 0.463
H -5.545 4.824 -1.223
H -4.848 2.481 -1.543
H -2.095 2.336 -2.563
H -2.151 2.001 -4.996
H -2.941 -0.143 -5.940
H -3.692 -1.951 -4.433
H -3.635 -1.646 -2.016
C 1.314 1.553 -4.109
Si 1.808 0.987 -2.398
C 1.436 2.328 -1.117
C 3.644 0.661 -2.467
C 0.787 -0.470 -1.826
H 1.805 2.500 -4.351
H 0.238 1.698 -4.204
H 1.623 0.822 -4.861
H 2.274 3.022 -1.024
H 1.249 1.939 -0.096
H 0.542 2.896 -1.384
H 4.116 1.358 -3.165
H 3.844 -0.355 -2.816
H 4.116 0.769 -1.491
H 1.162 -1.422 -2.219
H -0.263 -0.349 -2.127